# 1
3 unconnected molecules or ions with the total composition C31H43ClFO10P in a non-equilibrium geometry, computed with ωB97M-V/def2-TZVPD.

Values from the calculation:
SMILES: CCC[C@@H](C)[C@@]1([C@H](C)F)OC(=O)O[C@]1(CCP(=O)(OCC)OCC)[C@@H](Cl)CC.O=C1C=CC(=O)C=C1.O=C1C=CC(=O)C=C1
Charge: 0
M in g/mol: 661.10
HOMO level in eV: -9.7
Gap between HOMO and LUMO in eV: 7.99

Each line ends with the Löwdin charge.
Positions of all 87 atoms, in Å:
1 C 0.26 1.85 -5.35  -0.132
2 C 0.21 0.53 -4.35  -0.244
3 C -0.14 0.93 -2.77  -0.178
4 C -1.26 -0.11 -2.16  -0.224
5 C -0.59 -1.60 -2.21  -0.081
6 C -1.90 0.34 -0.72  -0.196
7 C -3.20 1.27 -1.11  -0.192
8 C -4.52 0.38 -1.60  -0.036
9 F -2.96 2.25 -2.19  -0.090
10 O -2.61 -0.84 -0.11  -0.057
11 C -3.00 -0.51 1.30  -0.191
12 O -4.10 -0.84 1.99  0.057
13 O -1.78 0.24 1.73  -0.034
14 C -0.96 0.69 0.56  -0.272
15 C 0.43 -0.23 0.72  -0.148
16 C 0.16 -1.75 1.28  -0.177
17 P 1.76 -2.83 1.34  0.816
18 O 1.94 -3.36 2.85  -0.383
19 O 1.55 -4.30 0.37  -0.290
20 C 2.01 -4.02 -1.02  -0.285
21 C 0.96 -4.80 -2.03  -0.095
22 O 3.21 -1.95 0.96  -0.299
23 C 4.35 -2.89 1.22  -0.269
24 C 5.54 -2.62 0.09  -0.102
25 C -0.39 2.16 0.89  -0.501
26 Cl 1.15 2.66 -0.09  0.584
27 C -1.43 3.42 0.80  -0.262
28 C -2.62 3.44 1.94  -0.118
29 H -0.83 2.01 -5.74  0.080
30 H 0.93 1.57 -6.29  0.085
31 H 0.69 2.75 -4.74  0.067
32 H -0.48 -0.33 -4.75  0.099
33 H 1.32 0.08 -4.37  0.113
34 H -0.47 2.05 -2.77  0.104
35 H 0.86 0.75 -2.18  0.077
36 H -2.15 -0.12 -2.97  0.147
37 H 0.57 -1.46 -2.07  0.074
38 H -1.08 -2.41 -1.52  0.077
39 H -0.73 -1.99 -3.33  0.101
40 H -3.55 1.83 -0.14  0.141
41 H -5.30 1.17 -2.02  0.102
42 H -4.26 -0.39 -2.46  0.095
43 H -5.06 -0.14 -0.67  0.102
44 H 1.09 0.32 1.54  0.130
45 H 1.07 -0.27 -0.26  0.093
46 H -0.61 -2.37 0.61  0.105
47 H -0.28 -1.80 2.38  0.116
48 H 1.97 -2.86 -1.15  0.088
49 H 3.11 -4.36 -1.23  0.124
50 H -0.14 -4.49 -1.70  0.079
51 H 1.12 -4.44 -3.14  0.087
52 H 1.12 -5.98 -1.97  0.096
53 H 4.02 -4.02 1.15  0.119
54 H 4.83 -2.74 2.27  0.132
55 H 5.57 -3.53 -0.67  0.080
56 H 6.57 -2.44 0.62  0.079
57 H 5.29 -1.62 -0.51  0.091
58 H -0.01 2.14 2.02  0.148
59 H -1.90 3.59 -0.29  0.115
60 H -0.78 4.40 0.99  0.102
61 H -2.45 4.40 2.63  0.092
62 H -2.63 2.52 2.66  0.082
63 H -3.65 3.63 1.39  0.086
64 O -0.45 7.12 0.21  0.094
65 C 0.11 7.21 -0.88  -0.377
66 C 0.34 6.02 -1.73  0.018
67 C 0.96 6.12 -2.91  0.028
68 C 1.44 7.43 -3.41  -0.382
69 O 2.01 7.52 -4.49  0.101
70 C 1.22 8.61 -2.56  0.023
71 C 0.60 8.51 -1.38  0.022
72 H -0.02 5.08 -1.34  0.076
73 H 1.13 5.27 -3.54  0.113
74 H 1.58 9.56 -2.94  0.123
75 H 0.42 9.37 -0.74  0.123
76 O -1.93 -2.92 6.48  0.091
77 C -1.24 -3.90 6.26  -0.387
78 C -1.33 -5.11 7.12  0.016
79 C -0.57 -6.18 6.88  0.016
80 C 0.38 -6.22 5.75  -0.381
81 O 1.07 -7.20 5.53  0.096
82 C 0.46 -5.01 4.90  0.021
83 C -0.29 -3.94 5.13  0.021
84 H -2.03 -5.07 7.94  0.120
85 H -0.62 -7.07 7.49  0.119
86 H 1.17 -5.05 4.07  0.094
87 H -0.24 -3.05 4.52  0.100


# 2
2 unconnected molecules or ions with the total composition C31H43FP in a non-equilibrium geometry, computed with ωB97M-V/def2-TZVPD.

Values from the calculation:
Charge: +1
M in g/mol: 465.66
HOMO level in eV: -10.9
Energy above the lowest of the compared OMol25 structures with the same formula, charge and spin in eV: 0.403
Gap between HOMO and LUMO in eV: 5.29

Each line ends with the Löwdin charge.
Positions of all 76 atoms, in Å:
1 C -0.83 4.88 1.25  -0.194
2 C -1.17 4.50 -0.20  -0.187
3 C -0.54 3.17 -0.62  -0.207
4 C -0.83 2.04 0.37  -0.413
5 P -0.05 0.37 -0.12  1.149
6 C -0.86 0.25 -1.83  -0.430
7 C -0.50 -1.01 -2.62  -0.223
8 C -1.00 -0.95 -4.06  -0.190
9 C -2.51 -0.68 -4.14  -0.199
10 C -2.95 0.49 -3.26  -0.191
11 C -2.38 0.45 -1.84  -0.207
12 C 1.66 0.97 -0.70  -0.421
13 C 2.38 1.91 0.27  -0.226
14 C 3.67 2.47 -0.32  -0.188
15 C 4.61 1.41 -0.92  -0.197
16 C 3.88 0.36 -1.77  -0.193
17 C 2.61 -0.18 -1.09  -0.216
18 C -0.50 2.42 1.82  -0.232
19 C -1.13 3.75 2.24  -0.191
20 H 0.23 5.15 1.32  0.116
21 H -1.41 5.77 1.54  0.113
22 H -2.26 4.40 -0.29  0.116
23 H -0.86 5.30 -0.88  0.117
24 H -0.89 2.93 -1.63  0.105
25 H 0.54 3.34 -0.72  0.097
26 H -1.90 1.81 0.34  0.100
27 H -0.40 1.10 -2.36  0.097
28 H 0.59 -1.19 -2.63  0.086
29 H -0.97 -1.88 -2.13  0.087
30 H -0.45 -0.16 -4.60  0.120
31 H -0.77 -1.89 -4.57  0.112
32 H -2.80 -0.51 -5.18  0.114
33 H -3.03 -1.59 -3.81  0.113
34 H -2.65 1.43 -3.74  0.118
35 H -4.05 0.51 -3.22  0.114
36 H -2.87 -0.37 -1.28  0.121
37 H -2.68 1.38 -1.34  0.091
38 H 1.43 1.55 -1.61  0.108
39 H 1.76 2.76 0.55  0.072
40 H 2.61 1.37 1.21  0.119
41 H 3.41 3.19 -1.11  0.118
42 H 4.21 3.04 0.45  0.116
43 H 5.39 1.90 -1.51  0.113
44 H 5.11 0.88 -0.09  0.113
45 H 3.60 0.81 -2.74  0.118
46 H 4.56 -0.47 -1.99  0.112
47 H 2.90 -0.73 -0.19  0.116
48 H 2.13 -0.90 -1.76  0.078
49 H -0.86 1.62 2.48  0.080
50 H 0.58 2.48 1.97  0.093
51 H -0.78 4.01 3.24  0.112
52 H -2.22 3.61 2.29  0.117
53 F -2.39 -3.30 5.33  0.055
54 C -1.67 -2.38 4.60  -0.214
55 C -1.17 -1.26 5.26  0.056
56 C -0.38 -0.37 4.51  -0.030
57 C -0.07 -0.63 3.17  -0.019
58 C -0.57 -1.79 2.50  -0.177
59 C -0.20 -2.19 1.18  0.089
60 C -0.10 -3.59 0.82  -0.172
61 C -0.09 -4.01 -0.54  0.013
62 C -0.14 -5.36 -0.87  -0.036
63 C -0.10 -6.33 0.15  -0.009
64 C 0.03 -5.94 1.49  -0.035
65 C 0.06 -4.59 1.81  -0.017
66 C -1.45 -2.63 3.26  0.057
67 H -1.38 -1.09 6.30  0.136
68 H 0.02 0.53 4.98  0.127
69 H 0.64 0.02 2.63  0.099
70 H 0.17 -1.50 0.41  -0.007
71 H -0.04 -3.27 -1.33  0.091
72 H -0.21 -5.67 -1.92  0.123
73 H -0.14 -7.40 -0.11  0.124
74 H 0.09 -6.68 2.29  0.121
75 H 0.21 -4.30 2.85  0.124
76 H -1.88 -3.53 2.82  0.135


# 3
A molecular structure, C31H43FeO6P2Si, computed with ωB97M-V/def2-TZVPD.

Values from the calculation:
Charge: 0
Multiplicity: 6
M in g/mol: 657.56
HOMO level (spin up / spin down) in eV: -8.4 / -9.2
Energy above the lowest of the compared OMol25 structures with the same formula, charge and spin in eV: 0.000
Gap between HOMO and LUMO (spin up / spin down) in eV: 8.70 / 8.50

Each line ends with the Löwdin charge.
Positions of all 84 atoms, in Å:
1 Fe 0.12 0.04 -0.05  0.851
2 O 2.78 2.33 -2.02  0.087
3 C 1.99 2.20 -1.11  -0.571
4 O 1.03 1.32 -1.12  -0.189
5 C 2.11 3.07 0.12  -0.144
6 C 3.28 3.81 0.24  -0.008
7 C 3.52 4.60 1.35  -0.057
8 C 2.56 4.67 2.36  -0.064
9 C 1.38 3.96 2.24  -0.072
10 C 1.14 3.15 1.13  -0.299
11 P -0.42 2.21 1.03  1.109
12 C -1.46 3.15 -0.13  -0.347
13 C -1.12 4.43 -0.55  -0.073
14 C -1.93 5.10 -1.46  -0.074
15 C -3.08 4.49 -1.95  -0.076
16 C -3.41 3.20 -1.53  -0.061
17 C -2.61 2.53 -0.63  -0.079
18 C -1.20 2.39 2.65  -0.360
19 C -2.18 3.34 2.92  -0.073
20 C -2.73 3.43 4.19  -0.073
21 C -2.30 2.57 5.20  -0.079
22 C -1.33 1.62 4.93  -0.073
23 C -0.78 1.52 3.66  -0.089
24 H 4.01 3.73 -0.56  0.122
25 H 4.44 5.15 1.44  0.107
26 H 2.73 5.29 3.23  0.107
27 H 0.64 4.03 3.03  0.102
28 H -0.22 4.91 -0.18  0.107
29 H -1.66 6.09 -1.79  0.105
30 H -3.70 5.00 -2.66  0.104
31 H -4.29 2.71 -1.93  0.110
32 H -2.86 1.52 -0.33  0.089
33 H -2.52 4.01 2.14  0.108
34 H -3.49 4.17 4.40  0.106
35 H -2.73 2.64 6.19  0.105
36 H -1.00 0.95 5.71  0.106
37 H -0.03 0.77 3.45  0.095
38 C 3.64 -2.65 2.20  -0.190
39 Si 2.95 -1.13 1.36  0.405
40 C 3.84 -0.89 -0.27  -0.165
41 C 3.26 0.34 2.49  -0.169
42 C 1.12 -1.32 1.07  -0.294
43 H 4.71 -2.55 2.39  0.028
44 H 3.48 -3.54 1.59  0.028
45 H 3.15 -2.82 3.17  0.027
46 H 4.92 -0.83 -0.13  0.036
47 H 3.52 0.01 -0.79  0.011
48 H 3.64 -1.74 -0.94  0.029
49 H 4.32 0.42 2.73  0.035
50 H 2.72 0.21 3.44  0.029
51 H 2.94 1.28 2.05  0.005
52 H 0.55 -1.41 2.00  0.013
53 H 0.88 -2.21 0.47  0.021
54 C -4.07 -2.81 0.24  -0.036
55 C -3.19 -3.61 -0.71  -0.616
56 C -3.91 -3.92 -2.02  -0.029
57 C -2.68 -4.87 -0.04  -0.029
58 O -1.97 -2.85 -1.02  -0.157
59 P -1.96 -1.30 -1.35  0.291
60 O -3.02 -0.86 -2.27  -0.238
61 O -1.75 -0.52 -0.04  -0.367
62 O -0.43 -1.14 -1.90  -0.243
63 C -0.05 -1.13 -3.34  -0.583
64 C 1.46 -1.25 -3.32  -0.018
65 C -0.50 0.18 -3.95  -0.014
66 C -0.69 -2.34 -4.00  -0.028
67 H -4.93 -3.42 0.52  0.092
68 H -4.44 -1.90 -0.24  0.081
69 H -3.52 -2.54 1.14  0.090
70 H -4.78 -4.54 -1.82  0.090
71 H -3.24 -4.47 -2.69  0.089
72 H -4.22 -3.00 -2.51  0.076
73 H -3.51 -5.52 0.21  0.090
74 H -2.13 -4.62 0.87  0.089
75 H -2.00 -5.41 -0.72  0.088
76 H 1.91 -0.39 -2.83  0.069
77 H 1.84 -1.29 -4.35  0.097
78 H 1.77 -2.16 -2.81  0.090
79 H -0.05 1.01 -3.42  0.080
80 H -1.59 0.26 -3.92  0.078
81 H -0.18 0.21 -4.99  0.096
82 H -0.39 -3.26 -3.49  0.093
83 H -0.35 -2.40 -5.04  0.094
84 H -1.77 -2.26 -4.00  0.078


# 4
A molecular structure, C31H43I2MoN8, computed with ωB97M-V/def2-TZVPD.

Values from the calculation:
Charge: +3
Multiplicity: 3
M in g/mol: 877.49
HOMO level (spin up / spin down) in eV: -15.1 / -15.1
Energy above the lowest of the compared OMol25 structures with the same formula, charge and spin in eV: 0.902
Gap between HOMO and LUMO (spin up / spin down) in eV: 7.17 / 7.24

Each line ends with the Löwdin charge.
Positions of all 85 atoms, in Å:
1 Mo -0.10 0.75 -0.26  1.250
2 C 2.56 2.44 -1.29  -0.137
3 N 2.56 1.12 -0.66  -0.099
4 C 3.28 1.13 0.61  -0.121
5 C 2.32 1.64 1.63  -0.322
6 N 1.01 1.61 1.46  0.008
7 C 0.46 2.18 2.62  -0.215
8 C -0.86 2.42 2.99  -0.041
9 C -1.07 3.01 4.22  -0.041
10 C -0.01 3.36 5.07  -0.042
11 C 1.30 3.14 4.71  0.015
12 C 1.50 2.54 3.47  -0.165
13 N 2.67 2.19 2.80  0.208
14 C 1.64 2.35 -2.45  -0.386
15 N 0.72 1.40 -2.53  0.015
16 C 0.20 1.52 -3.84  -0.274
17 C -0.66 0.70 -4.57  -0.107
18 C -0.96 1.06 -5.86  -0.059
19 C -0.39 2.20 -6.46  -0.048
20 C 0.51 2.99 -5.78  0.013
21 C 0.80 2.61 -4.47  -0.176
22 N 1.71 3.11 -3.55  0.200
23 H 3.55 2.76 -1.62  0.145
24 H 2.20 3.18 -0.56  0.111
25 H 2.99 0.45 -1.30  0.134
26 H 4.18 1.75 0.59  0.144
27 H 3.58 0.11 0.87  0.120
28 H -1.68 2.15 2.35  0.052
29 H -2.09 3.21 4.54  0.119
30 H -0.23 3.82 6.02  0.122
31 H 2.12 3.41 5.36  0.126
32 H 3.61 2.32 3.13  0.188
33 H -1.09 -0.20 -4.14  0.066
34 H -1.63 0.45 -6.45  0.117
35 H -0.65 2.45 -7.48  0.121
36 H 0.98 3.85 -6.24  0.127
37 H 2.36 3.87 -3.70  0.186
38 I -2.62 1.06 -1.83  1.080
39 C -2.57 3.18 -1.82  -1.026
40 I -1.04 3.95 -0.58  0.934
41 H -3.52 3.50 -1.42  -0.018
42 H -2.41 3.52 -2.84  -0.016
43 N 2.18 -6.22 -2.95  0.201
44 C 1.32 -4.98 -3.01  -0.128
45 C 1.96 -3.82 -2.25  -0.271
46 N 1.14 -2.61 -2.25  0.019
47 H 1.75 -7.00 -3.46  0.182
48 H 2.33 -6.53 -1.99  0.178
49 H 3.10 -6.06 -3.37  0.179
50 H 0.35 -5.25 -2.59  0.137
51 H 1.19 -4.75 -4.07  0.138
52 H 2.92 -3.57 -2.69  0.127
53 H 2.14 -4.11 -1.21  0.105
54 H 0.21 -2.79 -1.89  0.058
55 H 1.06 -2.23 -3.18  0.076
56 C 0.03 -3.33 1.15  -0.053
57 C 0.65 -2.42 2.21  -0.355
58 C 1.88 -1.69 1.67  -0.072
59 C -0.43 -1.57 2.85  -0.137
60 C -0.65 -1.72 4.21  -0.009
61 C -1.77 -1.18 4.82  -0.018
62 C -2.77 -0.62 4.04  -0.007
63 C -2.61 -0.45 2.67  -0.144
64 C -3.83 -0.04 1.87  -0.352
65 C -3.89 1.44 1.49  -0.088
66 C -4.06 -1.01 0.70  -0.089
67 C -1.36 -0.78 2.12  -0.237
68 N -0.94 -0.22 0.92  -0.149
69 H 0.79 -4.03 0.77  0.068
70 H -0.36 -2.75 0.32  0.050
71 H -0.79 -3.92 1.57  0.097
72 H 1.01 -3.06 3.02  0.138
73 H 1.64 -1.11 0.77  0.027
74 H 2.64 -2.42 1.39  0.091
75 H 2.30 -1.03 2.42  0.086
76 H 0.05 -2.30 4.79  0.126
77 H -1.91 -1.28 5.89  0.124
78 H -3.71 -0.34 4.49  0.130
79 H -4.67 -0.21 2.55  0.138
80 H -2.97 1.80 1.03  -0.017
81 H -4.08 2.05 2.38  0.094
82 H -4.71 1.63 0.79  0.084
83 H -3.24 -0.98 -0.03  -0.019
84 H -4.99 -0.77 0.18  0.089
85 H -4.12 -2.03 1.07  0.093


# 5
A molecular structure, C31H43N4O9OsS3 in a non-equilibrium geometry, computed with ωB97M-V/def2-TZVPD.

Values from the calculation:
Charge: +1
M in g/mol: 902.14
HOMO level (spin up / spin down) in eV: -10.5 / -10.5
Energy above the lowest of the compared OMol25 structures with the same formula, charge and spin in eV: 5.545
Gap between HOMO and LUMO (spin up / spin down) in eV: 5.04 / 5.06

Each line ends with the Löwdin charge.
Positions of all 91 atoms, in Å:
1 Os -0.08 -0.24 -0.03  1.539
2 C -4.31 4.70 -3.50  -0.053
3 C -4.24 4.67 -1.97  -0.555
4 C -3.59 5.98 -1.49  -0.028
5 C -5.66 4.57 -1.40  -0.033
6 C -3.37 3.54 -1.44  -0.129
7 C -3.30 3.26 -0.07  0.021
8 C -2.44 2.29 0.39  -0.076
9 N -1.66 1.58 -0.41  0.070
10 C -1.73 1.80 -1.73  -0.181
11 C -2.57 2.77 -2.27  0.078
12 C -0.83 1.00 -2.57  -0.194
13 C -1.11 0.73 -3.90  0.072
14 C -0.20 0.03 -4.69  -0.120
15 C 1.01 -0.31 -4.08  0.040
16 C 1.22 -0.04 -2.74  -0.080
17 N 0.30 0.56 -1.99  -0.009
18 C -0.54 -0.40 -6.10  -0.551
19 C -1.64 0.48 -6.70  -0.048
20 C -1.04 -1.85 -5.99  -0.016
21 C 0.70 -0.34 -7.01  -0.039
22 H -4.97 5.51 -3.80  0.093
23 H -4.72 3.77 -3.88  0.093
24 H -3.34 4.88 -3.94  0.086
25 H -4.17 6.83 -1.86  0.095
26 H -2.58 6.07 -1.88  0.095
27 H -3.56 6.03 -0.41  0.085
28 H -6.28 5.35 -1.84  0.093
29 H -5.69 4.69 -0.33  0.078
30 H -6.11 3.61 -1.65  0.094
31 H -3.91 3.81 0.63  0.121
32 H -2.36 2.05 1.45  0.127
33 H -2.57 2.93 -3.34  0.111
34 H -2.06 1.03 -4.31  0.116
35 H 1.80 -0.80 -4.63  0.123
36 H 2.14 -0.32 -2.24  0.120
37 H -2.59 0.31 -6.21  0.082
38 H -1.77 0.23 -7.75  0.091
39 H -1.37 1.53 -6.62  0.095
40 H -1.94 -1.90 -5.40  0.094
41 H -0.29 -2.48 -5.52  0.091
42 H -1.25 -2.24 -6.99  0.096
43 H 1.18 0.64 -6.94  0.096
44 H 0.40 -0.49 -8.04  0.091
45 H 1.42 -1.11 -6.76  0.080
46 C -5.52 0.35 1.38  -0.039
47 C -4.57 -0.57 2.09  -0.258
48 C -4.61 -0.69 3.47  -0.019
49 C -3.70 -1.49 4.14  -0.052
50 C -2.75 -2.18 3.42  -0.280
51 C -2.72 -2.12 2.04  -0.057
52 C -3.63 -1.31 1.38  -0.022
53 S -1.48 -3.04 4.31  0.692
54 O -0.31 -3.27 3.49  -0.303
55 O -2.00 -4.15 5.03  -0.266
56 N -1.08 -1.90 5.51  -0.130
57 C -0.55 -0.63 5.09  -0.196
58 C 0.72 -0.71 4.19  -0.044
59 C 0.43 -0.17 2.83  -0.468
60 O 1.39 0.55 2.28  0.052
61 O -0.64 -0.34 2.28  0.007
62 H -5.80 1.18 2.03  0.081
63 H -6.43 -0.19 1.12  0.093
64 H -5.08 0.74 0.47  0.064
65 H -5.35 -0.14 4.04  0.118
66 H -3.70 -1.58 5.22  0.121
67 H -1.99 -2.69 1.49  0.083
68 H -3.57 -1.24 0.30  0.109
69 H -0.55 -2.37 6.23  0.117
70 H -0.34 -0.04 5.98  0.132
71 H -1.35 -0.15 4.52  0.112
72 H 0.93 -1.78 4.03  0.106
73 H 1.59 -0.23 4.63  0.133
74 N 1.55 2.16 0.60  0.123
75 C 1.09 1.07 0.96  -0.479
76 H 2.16 2.71 1.20  0.071
77 O -0.07 -2.57 0.49  -0.459
78 S -0.68 -2.71 -0.90  0.315
79 O 0.58 -2.68 -1.75  -0.446
80 O -1.44 -1.49 -1.17  -0.388
81 O -1.42 -3.91 -1.07  -0.199
82 C 2.58 -3.45 1.43  -0.123
83 S 1.93 -2.83 -0.22  0.895
84 C 3.36 -3.39 -1.30  -0.124
85 O 2.15 -1.39 -0.13  -0.459
86 H 3.66 -3.51 1.37  0.054
87 H 2.13 -4.41 1.62  0.066
88 H 2.25 -2.74 2.18  0.038
89 H 3.55 -4.43 -1.07  0.063
90 H 4.21 -2.77 -1.09  0.062
91 H 3.05 -3.29 -2.33  0.052